C4H8O2 | ωB97M-V/def2-TZVPD

The SMILES is C=C[C@@H]1CO1.O. The calculation puts the largest force on an atom at 1.258 eV/A. The LUMO energy comes out at 0.97 eV. The value obtained for the frontier orbital gap is 10.176 eV.

The geometry in XYZ format:
```
14
Properties=species:S:1:pos:R:3:lowdin_charge:R:1
C -1.222 1.274 0.183 0.01
C -0.558 0.330 0.850 -0.19
C 0.868 0.165 0.477 -0.23
C 1.310 0.040 -0.898 -0.13
O 1.431 -1.109 -0.081 -0.07
H -0.878 1.603 -0.795 0.06
H -2.089 1.764 0.601 0.06
H -0.880 -0.033 1.821 0.12
H 1.521 0.618 1.221 0.15
H 0.556 -0.008 -1.683 0.12
H 2.266 0.449 -1.188 0.12
O -0.920 -1.824 0.164 -0.08
H 0.045 -1.766 -0.099 0.01
H -1.449 -1.502 -0.574 0.05
```

---

C24H28O4 | ωB97M-V/def2-TZVPD

The calculation puts the largest force on an atom at 2.234 eV/A. The LUMO energy comes out at -1.99 eV. The value obtained for the frontier orbital gap is 5.272 eV.

The geometry in XYZ format:
```
56
Properties=species:S:1:pos:R:3:lowdin_charge:R:1
C 3.480 -1.163 1.013 -0.07
C 2.462 -0.393 1.723 0.00
C 1.479 0.444 1.165 -0.12
C 0.303 0.753 1.939 -0.17
C 0.049 0.062 3.248 -0.03
C -0.608 1.692 1.480 0.01
C -0.468 2.311 0.233 -0.23
C -1.493 3.303 -0.216 -0.04
C 0.623 1.952 -0.565 0.01
C 1.583 1.037 -0.143 -0.15
C 2.717 0.741 -1.065 -0.02
H 3.996 -1.810 1.734 0.10
H 3.028 -1.763 0.215 0.10
H 4.251 -0.515 0.579 0.08
H 2.204 -0.827 2.692 0.11
H -0.881 0.441 3.695 0.09
H -0.048 -1.027 3.119 0.10
H 0.851 0.245 3.977 0.08
H -1.469 1.947 2.106 0.13
H -1.252 3.691 -1.208 0.08
H -2.490 2.849 -0.257 0.09
H -1.550 4.135 0.494 0.09
H 0.728 2.410 -1.555 0.12
H 2.617 1.334 -1.983 0.09
H 3.677 1.029 -0.615 0.08
H 2.752 -0.317 -1.355 0.09
C 6.830 3.350 2.419 0.03
C 6.666 2.296 1.332 -0.52
C 7.663 2.460 0.173 0.02
O 6.902 0.953 1.818 0.07
C 5.943 0.336 2.581 -0.43
O 6.245 -0.685 3.180 0.08
C 4.606 0.910 2.605 -0.14
C 3.813 0.758 3.812 -0.15
C 4.197 1.773 4.883 -0.20
C 3.486 2.972 4.890 -0.05
C 3.745 3.921 5.880 -0.08
C 4.753 3.680 6.823 -0.10
C 5.506 2.496 6.764 -0.09
C 5.228 1.526 5.789 -0.03
C 4.368 2.062 1.792 -0.47
O 3.398 2.799 1.924 0.08
O 5.324 2.340 0.807 0.03
H 6.159 3.156 3.270 0.09
H 7.872 3.348 2.756 0.10
H 6.604 4.334 1.987 0.11
H 7.569 1.612 -0.517 0.09
H 7.494 3.402 -0.358 0.09
H 8.673 2.468 0.599 0.09
H 2.790 0.986 3.514 0.08
H 3.900 -0.272 4.180 0.14
H 2.743 3.152 4.108 0.11
H 3.145 4.832 5.899 0.10
H 4.946 4.421 7.607 0.10
H 6.305 2.316 7.487 0.10
H 5.797 0.589 5.718 0.12
```

---

C48H101B3FNO4 | ωB97M-V/def2-TZVPD

The calculation puts the largest force on an atom at 3.696 eV/A. The LUMO energy comes out at 0.50 eV. The value obtained for the frontier orbital gap is 9.273 eV.

The geometry in XYZ format:
```
158
Properties=species:S:1:pos:R:3:lowdin_charge:R:1
O 0.370 -4.188 2.540 0.08
C 0.076 -3.449 1.628 -0.42
C 1.257 -2.930 0.700 -0.10
C 2.670 -2.964 1.410 -0.04
B 2.762 -1.828 2.539 -0.51
O 2.938 -2.185 3.905 0.22
B 3.821 -1.256 4.516 -0.27
O 3.600 0.127 4.316 0.22
B 2.521 0.234 3.401 -0.46
C 1.164 1.037 3.701 -0.04
C -0.034 0.500 2.823 -0.16
C -0.286 1.355 1.526 -0.15
F 0.903 1.348 0.706 -0.09
O 2.686 -0.472 2.161 0.25
N -1.241 -3.036 1.259 0.11
C -2.078 -2.608 2.345 -0.22
C -2.296 -3.293 3.610 -0.01
C -3.216 -2.765 4.625 -0.06
C -3.973 -1.533 4.387 -0.10
C -3.782 -0.798 3.145 -0.08
C -2.835 -1.361 2.139 -0.05
H 0.984 -1.907 0.327 0.11
H 1.248 -3.632 -0.187 0.13
H 3.425 -2.776 0.594 0.12
H 2.832 -3.989 1.829 0.11
H 4.714 -1.570 5.225 0.11
H 0.907 0.893 4.785 0.12
H 1.354 2.130 3.493 0.13
H 0.060 -0.591 2.552 0.11
H -0.965 0.557 3.459 0.12
H -0.593 2.406 1.776 0.12
H -1.087 0.898 0.875 0.09
H -1.213 -2.323 0.523 0.12
H -1.738 -4.245 3.790 0.10
H -3.376 -3.309 5.579 0.10
H -4.693 -1.137 5.137 0.09
H -4.355 0.142 2.955 0.10
H -2.705 -0.814 1.175 0.08
C -5.878 -2.058 0.339 -0.10
C -6.670 -1.866 -0.949 -0.26
C -6.683 -0.418 -1.441 -0.23
C -7.343 0.587 -0.494 -0.22
C -8.794 0.281 -0.125 -0.27
C -9.737 0.289 -1.322 -0.11
H -6.318 -1.503 1.170 0.07
H -5.881 -3.116 0.610 0.08
H -4.839 -1.741 0.230 0.05
H -7.691 -2.234 -0.812 0.10
H -6.222 -2.491 -1.729 0.10
H -7.183 -0.383 -2.415 0.10
H -5.652 -0.096 -1.623 0.07
H -7.296 1.579 -0.958 0.11
H -6.754 0.660 0.426 0.10
H -9.135 1.036 0.591 0.10
H -8.863 -0.682 0.390 0.10
H -9.715 1.258 -1.828 0.08
H -10.763 0.104 -0.996 0.07
H -9.476 -0.484 -2.047 0.07
C 2.945 -10.365 4.933 -0.12
C 2.189 -10.129 3.632 -0.27
C 2.243 -8.678 3.153 -0.23
C 1.605 -7.654 4.096 -0.22
C 0.135 -7.903 4.435 -0.27
C -0.783 -7.846 3.221 -0.11
H 2.515 -9.795 5.759 0.06
H 2.907 -11.421 5.207 0.07
H 3.996 -10.081 4.830 0.07
H 1.151 -10.456 3.745 0.10
H 2.627 -10.765 2.856 0.10
H 1.765 -8.614 2.171 0.10
H 3.290 -8.395 2.995 0.11
H 1.701 -6.662 3.643 0.10
H 2.178 -7.613 5.029 0.10
H -0.187 -7.140 5.151 0.10
H 0.017 -8.867 4.941 0.10
H -0.711 -6.875 2.725 0.06
H -1.822 -7.991 3.527 0.07
H -0.541 -8.624 2.494 0.07
C -0.477 0.869 -2.369 -0.10
C -1.784 1.652 -2.335 -0.26
C -3.011 0.773 -2.085 -0.23
C -3.287 -0.284 -3.157 -0.22
C -3.470 0.258 -4.574 -0.26
C -4.667 1.192 -4.714 -0.10
H -0.462 0.149 -3.190 0.07
H 0.364 1.550 -2.510 0.07
H -0.320 0.330 -1.431 0.05
H -1.899 2.216 -3.266 0.09
H -1.722 2.395 -1.532 0.10
H -3.888 1.419 -1.976 0.10
H -2.892 0.264 -1.120 0.09
H -4.188 -0.839 -2.869 0.09
H -2.474 -1.017 -3.163 0.10
H -3.609 -0.589 -5.252 0.11
H -2.563 0.772 -4.907 0.09
H -5.592 0.686 -4.424 0.07
H -4.773 1.517 -5.751 0.07
H -4.556 2.086 -4.097 0.07
C 0.492 8.517 -3.910 -0.11
C 1.413 7.522 -3.214 -0.27
C 1.028 6.064 -3.465 -0.22
C -0.352 5.651 -2.950 -0.23
C -0.584 5.865 -1.457 -0.27
C 0.355 5.046 -0.581 -0.11
H -0.534 8.444 -3.542 0.07
H 0.834 9.539 -3.730 0.07
H 0.483 8.351 -4.990 0.07
H 1.438 7.732 -2.141 0.10
H 2.432 7.678 -3.580 0.10
H 1.791 5.419 -3.018 0.10
H 1.066 5.868 -4.543 0.10
H -0.503 4.591 -3.184 0.10
H -1.124 6.192 -3.507 0.10
H -1.615 5.582 -1.223 0.10
H -0.494 6.925 -1.202 0.10
H 0.251 3.977 -0.791 0.06
H 0.120 5.205 0.475 0.07
H 1.399 5.327 -0.733 0.07
C 6.956 1.958 6.825 -0.11
C 7.008 0.807 5.828 -0.26
C 7.498 -0.505 6.441 -0.23
C 8.927 -0.477 6.989 -0.23
C 10.005 -0.086 5.978 -0.27
C 10.119 -1.057 4.809 -0.11
H 7.947 2.199 7.216 0.06
H 6.563 2.857 6.345 0.07
H 6.304 1.714 7.667 0.08
H 7.633 1.088 4.975 0.10
H 6.001 0.648 5.430 0.08
H 7.411 -1.297 5.691 0.10
H 6.822 -0.789 7.255 0.11
H 9.161 -1.469 7.391 0.11
H 8.977 0.210 7.840 0.10
H 10.968 -0.052 6.497 0.10
H 9.826 0.925 5.600 0.10
H 10.339 -2.068 5.163 0.07
H 10.927 -0.752 4.142 0.07
H 9.200 -1.091 4.221 0.06
C 1.504 5.960 -9.997 -0.11
C 1.250 4.471 -9.796 -0.27
C -0.235 4.113 -9.727 -0.23
C -1.004 4.740 -8.562 -0.23
C -0.456 4.423 -7.172 -0.27
C -0.495 2.938 -6.830 -0.11
H 1.125 6.551 -9.160 0.06
H 2.576 6.153 -10.078 0.07
H 1.028 6.316 -10.914 0.07
H 1.768 4.128 -8.895 0.10
H 1.698 3.926 -10.633 0.10
H -0.332 3.023 -9.683 0.10
H -0.716 4.418 -10.663 0.11
H -2.046 4.406 -8.618 0.11
H -1.033 5.827 -8.689 0.10
H -1.054 4.965 -6.432 0.10
H 0.568 4.796 -7.070 0.09
H -1.517 2.553 -6.885 0.07
H -0.129 2.774 -5.813 0.06
H 0.131 2.351 -7.505 0.07
```